Version A
ORCA calculation (wB97M-V/def2-TZVPD) on a 2-piece molecular cluster, C4H13N3 overall.

Values from the calculation:
charge: 0
spin multiplicity: 1
E_LUMO: 0.9 eV
highest occupied orbital energy: -7.19 eV
Kohn-Sham gap: 8.086 eV

Atoms and positions in Å:
C1 -0.55 -1.08 -0.91
C2 -1.29 -0.49 1.41
C3 -1.37 1.24 -0.29
C4 -0.61 0.02 0.17
N1 2.71 -0.35 -0.96
N2 1.24 0.87 0.37
N3 2.28 0.07 0.35
H1 -0.33 -0.51 -1.85
H2 0.04 -2.00 -0.72
H3 -1.66 -1.09 -1.14
H4 -0.61 -0.93 2.09
H5 -1.98 -1.16 0.98
H6 -1.84 0.38 1.95
H7 -2.43 0.97 -0.29
H8 -1.35 2.01 0.41
H9 -1.00 1.64 -1.19
H10 1.86 -0.57 -1.49
H11 3.23 0.40 -1.30
H12 1.14 1.21 1.33
H13 2.49 -0.64 1.08



Version B
ORCA calculation (wB97M-V/def2-TZVPD) on C4H13N3 as an isolated structure.

Values from the calculation:
charge: 0
spin multiplicity: 1
E_LUMO (spin up / spin down): 0.5 / 0.5 eV
highest occupied orbital energy (spin up / spin down): -6.82 / -6.82 eV
Kohn-Sham gap (spin up / spin down): 7.321 / 7.319 eV

Atoms and positions in Å:
C1 -1.70 -0.29 -2.15
C2 -0.50 0.61 -1.94
H1 -2.21 -0.13 -3.11
H2 -2.45 -0.14 -1.36
H3 -1.41 -1.34 -2.11
H4 -0.75 1.67 -2.09
H5 0.29 0.42 -2.66
H6 0.31 -0.07 -0.62
C3 0.51 0.12 0.75
N1 1.80 0.78 0.79
N2 -0.59 1.04 0.93
N3 1.48 -1.42 2.36
C4 0.42 -1.01 1.62
H7 1.88 1.36 1.62
H8 1.90 1.38 -0.02
H9 -0.84 1.24 -0.10
H10 -1.41 0.57 1.30
H11 1.42 -2.28 2.89
H12 2.38 -1.05 2.05
H13 -0.53 -1.45 1.86



Quick one: least stable of them? version A



Version A
ORCA calculation (wB97M-V/def2-TZVPD) on one molecule with the formula C4H13N3.

Values from the calculation:
charge: 0
spin multiplicity: 1
E_LUMO: 1.0 eV
highest occupied orbital energy: -9.13 eV
SMILES string: NCC[C@H](N)CN
Kohn-Sham gap: 10.143 eV

Atoms and positions in Å:
N1 -2.48 -0.11 1.17
C1 -1.61 1.09 0.97
C2 -0.66 1.00 -0.21
C3 0.34 -0.27 -0.01
N2 1.43 0.44 1.00
C4 0.89 -0.67 -1.35
N3 2.09 -1.55 -1.45
H1 -3.29 -0.07 0.44
H2 -3.01 0.01 2.04
H3 -1.25 1.28 1.99
H4 -2.24 2.01 0.86
H5 -1.18 0.78 -1.14
H6 -0.26 2.06 -0.38
H7 0.14 -1.23 0.50
H8 2.19 -0.33 1.03
H9 1.84 1.31 0.42
H10 0.08 -1.22 -1.90
H11 0.88 0.30 -1.88
H12 2.87 -0.99 -1.28
H13 2.20 -2.28 -2.13



Version B
ORCA calculation (wB97M-V/def2-TZVPD) on one molecule with the formula C4H13N3.

Values from the calculation:
charge: 0
spin multiplicity: 1
E_LUMO: 1.2 eV
highest occupied orbital energy: -8.64 eV
SMILES string: NCCNCCN
Kohn-Sham gap: 9.833 eV

Atoms and positions in Å:
N1 0.48 -0.66 2.61
C1 -0.70 0.15 2.32
C2 -1.23 -0.08 0.92
N2 -0.20 0.39 -0.05
C3 -0.53 0.02 -1.41
C4 0.51 0.50 -2.38
N3 1.77 -0.26 -2.12
H1 0.28 -1.65 2.66
H2 0.98 -0.38 3.45
H3 -1.50 0.09 3.06
H4 -0.32 1.18 2.26
H5 -2.12 0.55 0.86
H6 -1.41 -1.12 0.61
H7 0.63 -0.05 0.35
H8 -1.50 0.48 -1.60
H9 -0.61 -1.05 -1.63
H10 0.75 1.56 -2.37
H11 0.12 0.18 -3.34
H12 2.37 -0.01 -2.87
H13 2.24 0.15 -1.32



Quick one: least stable of them? version A